Record 1
Below is a structure of composition C14H11AlI2N3O11STi at a distorted geometry, with properties calculated with ωB97M-V/def2-TZVPD.

The expectation value of S² is 0.77. Its total charge is +4. For the gap between HOMO and LUMO (spin up / spin down), the calculation gives 0.1560 / 0.1708 Ha. For the LUMO energy (spin up / spin down), the calculation gives -0.609 / -0.594 Ha. The multiplicity is 2.

Each line ends with the Mulliken charge.
Geometry (Å):
C -0.435 2.585 0.836  0.615
H 0.094 1.248 -5.771  0.486
N 0.019 -0.118 6.620  0.877
C 0.447 1.205 -4.727  -1.259
C 1.028 0.866 4.546  -0.397
C -0.774 -2.751 0.929  0.361
C -1.079 2.656 -1.947  0.275
O -0.916 3.328 1.581  -0.065
S 0.844 -0.042 -2.207  -0.027
C -0.669 -0.903 4.434  -0.317
I 4.080 -1.441 -1.432  0.165
O -0.840 -3.795 1.443  -0.052
C -0.986 -2.625 -1.787  0.599
C -1.582 -0.059 -3.915  -1.090
C 1.160 0.803 3.140  -0.147
O -1.673 3.409 -2.571  -0.028
H -1.932 -0.955 -3.392  0.241
O -1.569 -3.389 -2.470  -0.077
Al 0.364 1.398 -0.406  0.479
N -1.733 -1.359 2.317  0.824
H 1.561 1.616 5.136  0.681
C 0.378 -0.085 2.363  0.365
H -2.020 -0.058 -4.930  0.477
O 0.424 -0.158 0.991  0.313
H -1.935 0.830 -3.380  0.239
C -0.656 -0.730 3.046  0.165
O 2.459 2.687 3.385  -0.403
C 0.455 -1.318 -4.706  -1.319
O -0.420 -1.186 7.091  -0.471
C 0.171 -0.053 5.186  -0.455
H 0.111 -2.218 -4.184  0.310
H 1.545 1.191 -4.732  0.414
H 1.551 -1.305 -4.701  0.424
N 1.943 1.905 2.571  0.986
O 1.958 2.096 1.329  -0.500
C -0.080 -0.054 -4.060  0.824
H 0.109 2.108 -4.206  0.278
H 0.106 -1.369 -5.749  0.491
O -1.949 -1.057 1.063  -0.474
I 4.069 1.325 -1.390  0.171
H -1.425 -1.578 4.854  0.699
O 0.368 0.856 7.301  -0.457
O -2.598 -1.966 2.975  -0.347
Ti 0.027 -1.543 -0.472  0.127

***

Record 2
Below is a structure of composition C14H11AsAuF6PS4, with properties calculated with ωB97M-V/def2-TZVPD.

The expectation value of S² is 0.76. Its total charge is -1. For the gap between HOMO and LUMO (spin up / spin down), the calculation gives 0.2464 / 0.2084 Ha. For the LUMO energy (spin up / spin down), the calculation gives 0.034 / -0.004 Ha. The multiplicity is 2.

Each line ends with the Mulliken charge.
Geometry (Å):
S -0.948 -0.244 2.975  -0.437
C 1.449 -0.639 -1.538  -0.334
H -0.943 2.362 -1.010  0.423
As -1.617 -2.198 2.361  0.597
C 3.017 0.803 -4.665  -0.829
Au -0.186 -0.004 0.701  0.386
S -0.669 -3.841 3.287  -0.349
C 3.475 -1.209 -2.823  -0.498
H 1.300 1.293 -3.482  0.453
S -1.185 -2.070 0.194  -0.232
C -1.299 1.805 -1.867  -0.027
S -3.625 -2.678 2.768  -0.359
H -0.799 -1.142 -3.451  0.380
F 2.128 3.079 2.191  -0.358
F 1.522 4.308 0.363  -0.398
H 5.218 -1.674 -3.982  0.367
H 4.816 0.128 -5.627  0.366
F 0.319 2.429 0.934  -0.433
C -2.302 2.321 -2.673  -0.901
H -2.625 -0.240 -4.861  0.390
C 4.125 -0.024 -4.807  -0.396
H 1.850 -1.315 -0.789  0.263
F 1.670 2.441 -0.928  -0.298
C 2.139 0.624 -3.610  -0.154
F 3.476 3.062 0.336  -0.374
C 4.352 -1.032 -3.883  -0.563
H -2.725 3.292 -2.449  0.405
C 2.352 -0.395 -2.680  0.683
H 2.845 1.600 -5.377  0.373
H -3.578 1.989 -4.367  0.380
C -2.240 0.343 -4.034  -0.758
C 0.282 -0.047 -1.298  -0.269
C -0.727 0.566 -2.162  0.495
C -2.780 1.591 -3.753  -0.325
C -1.217 -0.163 -3.250  -0.011
F 2.238 1.194 0.900  -0.338
P 1.931 2.782 0.631  1.302
H 3.657 -1.990 -2.094  0.375

***

Record 3
Below is a structure of composition C14H11BCo2NO6 at a distorted geometry, with properties calculated with ωB97M-V/def2-TZVPD.

Its total charge is -1. For the gap between HOMO and LUMO, the calculation gives 0.0843 Ha. For the LUMO energy, the calculation gives 0.057 Ha. As for the energy relative to the best compared isomer or geometry (same formula, charge and spin): 75.0 kcal/mol.

Each line ends with the Mulliken charge.
Geometry (Å):
C 1.601 4.274 1.871  0.321
H 1.982 -6.148 -0.103  0.324
Co 1.001 2.844 0.932  0.146
O -1.010 5.707 4.259  -0.408
O -3.650 2.656 2.425  -0.363
H -1.619 0.152 -0.078  0.319
H -0.388 0.620 -1.336  0.338
O -1.763 5.144 -0.514  -0.374
C 0.281 -3.246 -0.674  -0.115
C -1.007 4.904 3.421  0.207
B -1.263 -2.923 -2.797  0.195
C -1.400 4.587 0.439  0.030
C -0.385 2.036 1.868  -0.700
C 1.109 -4.141 -0.017  -0.452
N -0.311 -3.598 -1.883  -0.006
C 0.788 -5.701 -1.844  -0.464
O 3.534 1.280 0.556  -0.289
C -2.599 3.111 2.312  0.312
C 1.349 -5.400 -0.592  -0.415
O 2.199 5.180 2.289  -0.402
H -2.415 -2.923 -2.516  -0.141
H 0.056 -2.260 -0.237  0.063
C -0.324 1.762 0.503  0.637
C -0.618 0.576 -0.264  -0.940
H 0.932 -6.653 -2.360  0.326
Co -0.988 3.806 2.025  0.151
C 2.566 1.864 0.783  0.171
H -0.388 1.270 2.657  0.451
C -0.005 -4.781 -2.488  -0.491
H -0.467 -4.905 -3.463  0.324
H 0.124 -0.048 0.161  0.233
H 1.563 -3.875 0.944  0.362
C 1.063 3.410 -0.782  0.082
H -0.727 -2.248 -3.609  -0.116
O 1.179 3.665 -1.889  -0.318